A cluster of 2 separate species, C12H15NOS in total at a distorted geometry. Source: OMol25; level of theory: wB97M-V/def2-TZVPD.

Structure (XYZ):
```
30
Properties=species:S:1:pos:R:3:forces:R:3
C 1.8980 2.7855 2.1930 0.17 1.27 -0.02
C 2.4460 2.4158 0.9694 -1.72 -1.29 0.26
C 0.7936 2.1467 2.6369 -0.04 -1.62 -0.64
C 1.8397 1.4034 0.1701 1.92 0.46 -0.75
C 0.2263 1.1089 1.8996 -1.68 -0.80 1.14
C 0.6730 0.6620 0.6327 2.29 0.90 1.12
C -0.6289 1.3949 -1.2185 1.58 -0.67 -0.25
C -0.3627 -1.7422 -2.1965 -0.38 -1.76 2.14
C -1.6023 -2.3628 -1.4605 -0.93 0.77 -2.75
C 0.6519 -1.3231 -1.1496 1.88 0.18 -0.36
C -1.5117 -2.4021 0.0308 -0.33 0.26 0.46
C 0.1106 -0.5091 -0.0389 -2.51 1.13 -0.72
N -0.9691 -1.1398 0.5156 -0.62 1.24 1.53
O 0.1837 2.0184 -1.8527 -2.18 -0.45 0.53
S -2.2358 1.8646 -0.5061 0.14 -0.39 -0.36
H 2.1919 3.6451 2.8160 0.72 -0.58 -0.55
H 3.3799 2.8743 0.8058 0.89 0.36 -1.29
H 0.5732 2.2353 3.6670 -1.01 0.46 0.77
H 2.3904 1.3215 -0.8754 -1.60 -0.57 2.33
H -0.6622 0.6976 2.4931 1.22 -0.05 -1.38
H 0.0877 -2.5278 -2.8007 0.08 0.36 -0.39
H -0.5877 -0.8385 -2.7317 -0.42 0.06 -0.55
H -2.4061 -1.6579 -1.7624 -0.04 -0.57 0.54
H -1.8702 -3.3262 -1.9509 0.17 0.45 0.74
H 1.2937 -2.1591 -0.7493 -0.68 0.61 -0.34
H 1.2624 -0.6877 -1.7513 1.27 0.49 0.10
H -2.5294 -2.5678 0.4724 1.00 0.19 -0.25
H -0.8427 -3.1654 0.3935 0.08 -0.76 -0.01
H -2.3807 0.5894 -0.0133 0.02 0.64 -0.25
H -1.4125 -0.7540 1.3619 0.72 -0.32 -0.80
```
Positions in Å, forces in eV/Å.

E_tot in eV: -27056.66580
Gap between HOMO and LUMO (alpha / beta) in eV: 6.68 / 6.69
Net charge: 0
ΔE to the lowest compared entry with this formula, charge and spin in kJ/mol: 381.10
HOMO (alpha / beta) in eV: -6.52 / -6.52
F_max in eV/Å: 3.0